Record 1
DFT (ωB97M-V/def2-TZVPD) results for a single C3H7NOS2 molecule.

Structure (XYZ):
```
14
C3H7NOS2 ωB97M-V/def2-TZVPD
N 0.3650 -1.5429 -0.4448
C 1.3405 -0.9762 0.2064
O 2.3891 -1.5132 0.6244
C 1.0319 0.5126 0.3639
C -0.3064 0.7230 1.1056
S -1.9670 1.0557 0.1851
S -1.8728 0.5478 -1.7539
H -0.4832 -1.1373 -0.8268
H 0.5603 -2.4250 -0.9680
H 1.7583 1.0538 0.8483
H 0.8476 0.7892 -0.6865
H -0.2196 1.6299 1.7575
H -0.6906 -0.1246 1.8270
H -2.7531 1.4072 -2.2381
```

electronic energy: -1044.85011 Eh
HOMO: -0.3141 hartree
net charge: 0
largest force on an atom: 5.41 eV/Å
LUMO level: 0.309 eV
SMILES: NC(=O)CCSS
frontier orbital gap: 8.86 eV

Record 2
DFT (ωB97M-V/def2-TZVPD) results for a molecular structure, C3H7NOS2.

Structure (XYZ):
```
14
C3H7NOS2 ωB97M-V/def2-TZVPD
C -0.4926 0.2979 0.3412
C 1.0820 0.6217 -0.3552
C -1.1590 -0.9166 -0.0811
H -2.4479 0.9832 0.2589
H -1.2760 1.4681 -1.1513
H -0.3798 0.2531 1.4812
H 1.3704 1.6293 -0.1354
H 0.9013 0.6415 -1.5582
H 2.3109 -0.7029 1.4995
H 1.1709 -1.8912 0.5003
N -1.2773 1.5660 0.1282
O -2.2366 -1.1029 -0.6426
S 2.5493 -0.4928 -0.2834
S -0.1155 -2.3546 -0.0020
```

electronic energy: -1044.68668 Eh
HOMO: -0.3461 hartree
net charge: 0
largest force on an atom: 7.44 eV/Å
LUMO level: -0.886 eV
frontier orbital gap: 8.53 eV

Record 3
DFT (ωB97M-V/def2-TZVPD) results for a molecular structure, C3H7NOSn.

Structure (XYZ):
```
13
C3H7NOSn ωB97M-V/def2-TZVPD
Sn -4.9507 3.9877 -1.0071
C 2.0372 0.6331 0.3878
C 0.6114 0.3558 -0.0528
O -0.0785 1.2238 -0.5691
N 0.1056 -0.8557 0.2201
C -1.1744 -1.3692 -0.1821
H 2.7531 0.0423 -0.1836
H 2.2148 0.3708 1.4308
H 2.1851 1.7085 0.2897
H 0.7763 -1.5501 0.5171
H -1.4259 -2.1992 0.4781
H -1.0973 -1.7354 -1.2058
H -1.9568 -0.6126 -0.1231
```

electronic energy: -461.97679 Eh
HOMO: -0.5709 hartree
net charge: +2
largest force on an atom: 1.27 eV/Å
LUMO level: -13.020 eV
frontier orbital gap: 2.52 eV

Record 4
DFT (ωB97M-V/def2-TZVPD) results for a molecular structure, C3H7NOSn.

Structure (XYZ):
```
13
C3H7NOSn ωB97M-V/def2-TZVPD
Sn -1.3904 0.9475 -3.1853
C -1.1567 -1.3281 0.9401
C -0.6528 -0.0619 0.2649
O -1.4701 0.6910 -0.3084
N 0.6644 0.1528 0.3046
C 1.5315 1.1564 -0.3217
H -0.5937 -1.6895 1.7983
H -1.0505 -2.1402 0.2134
H -2.2218 -1.2361 1.1370
H 1.2136 -0.6325 0.6298
H 2.2491 0.6290 -0.9480
H 1.9935 1.7645 0.4520
H 0.8841 1.7471 -0.9767
```

electronic energy: -462.04837 Eh
HOMO: -0.6691 hartree
net charge: +2
largest force on an atom: 3.15 eV/Å
LUMO level: -12.464 eV
frontier orbital gap: 5.74 eV

Record 5
DFT (ωB97M-V/def2-TZVPD) results for a single C3H7NS molecule.

Structure (XYZ):
```
12
C3H7NS ωB97M-V/def2-TZVPD
C 1.1493 0.7757 -0.9376
C 0.0587 0.6520 0.0017
C 0.0997 -0.4273 1.1114
N -0.8802 -1.2117 1.3174
S -1.9949 -1.2935 0.1051
H 1.1055 -0.0945 -1.6125
H 2.1951 0.7630 -0.5867
H 1.2076 1.5525 -1.7320
H -0.8303 0.3144 -0.5345
H -0.0952 1.5836 0.4913
H 0.9645 -0.5021 1.7353
H -2.9800 -2.1121 0.6411
```

electronic energy: -571.38100 Eh
HOMO: -0.3194 hartree
net charge: 0
largest force on an atom: 4.66 eV/Å
LUMO level: 0.859 eV
SMILES: CC/C=N\S
frontier orbital gap: 9.55 eV

Record 6
DFT (ωB97M-V/def2-TZVPD) results for 2 unconnected molecules or ions with the total composition C3H7NS.

Structure (XYZ):
```
12
C3H7NS ωB97M-V/def2-TZVPD
C -0.7078 -0.4019 0.4157
C -1.2463 -1.7418 0.4278
C 1.6426 1.3283 -0.6895
N -1.3873 0.6117 0.6052
S 1.7469 -0.3705 -0.0938
H -2.2704 -1.6835 0.3727
H -0.9746 -2.4524 1.2423
H -0.8813 -2.2233 -0.6227
H 2.4618 1.9808 -0.1441
H 0.7300 1.9719 -0.4384
H 1.9228 1.4202 -1.6425
H -1.0364 1.5604 0.5672
```

electronic energy: -571.33933 Eh
HOMO (spin up / spin down): -0.3085 / -0.3085 hartree
net charge: 0
largest force on an atom: 5.80 eV/Å
LUMO level (spin up / spin down): -0.176 / -0.177 eV
frontier orbital gap (spin up / spin down): 8.22 / 8.22 eV

Record 7
DFT (ωB97M-V/def2-TZVPD) results for 2 unconnected molecules or ions with the total composition C3H7NS2.

Structure (XYZ):
```
13
C3H7NS2 ωB97M-V/def2-TZVPD
C -2.1414 -0.3640 -1.4320
C -1.4295 -1.2688 -0.7709
N -1.0027 -1.1223 0.5592
C -0.3890 -0.0723 0.8898
H -2.4243 0.5677 -0.9631
H -2.4806 -0.5855 -2.4344
H -1.1962 -2.2356 -1.1937
H -0.1153 0.1014 1.9272
H -0.0933 0.6813 0.1480
S 3.0317 1.9860 1.4180
S 3.4194 0.1390 0.5683
H 2.5531 2.5989 0.3242
H 2.2682 -0.4258 0.9595
```

electronic energy: -969.57413 Eh
HOMO: -0.3445 hartree
net charge: 0
largest force on an atom: 0.35 eV/Å
LUMO level: 0.246 eV
SMILES: C=CN=C.SS
frontier orbital gap: 9.62 eV

Record 8
DFT (ωB97M-V/def2-TZVPD) results for 2 unconnected molecules or ions with the total composition C3H7NS2.

Structure (XYZ):
```
13
C3H7NS2 ωB97M-V/def2-TZVPD
C 2.2557 -1.0433 -0.7609
C -0.0440 0.1936 0.0023
C -1.0791 0.7562 0.9870
H 1.9299 -2.0967 -1.0731
H 3.3543 -0.9348 -0.3202
H 2.1687 -0.4257 -1.6394
H -1.2202 0.1919 1.9139
H -0.7540 1.7046 1.5211
H -2.3865 1.1141 -0.9062
H -2.9240 -0.2895 0.7306
N -2.3908 0.9675 0.2939
S 1.4479 -0.3494 0.7463
S -0.3579 0.2117 -1.4951
```

electronic energy: -969.48774 Eh
HOMO: -0.3163 hartree
net charge: 0
largest force on an atom: 5.61 eV/Å
LUMO level: 0.063 eV
frontier orbital gap: 8.67 eV